{"formula": "C37H22N15SSr", "method": "the ωB97M-V functional and the def2-TZVPD basis", "homo_lumo_gap_ev": [5.0, 4.9], "total_charge": -1, "spin_multiplicity": 1, "de_lowest_ev": 1.663, "symbols": ["Sr", "S", "N", "N", "N", "N", "N", "N", "N", "N", "N", "N", "N", "N", "N", "N", "N", "C", "C", "C", "C", "C", "C", "C", "C", "C", "C", "C", "C", "C", "C", "C", "C", "C", "C", "C", "C", "C", "C", "C", "C", "C", "C", "C", "C", "C", "C", "C", "C", "C", "C", "C", "C", "C", "H", "H", "H", "H", "H", "H", "H", "H", "H", "H", "H", "H", "H", "H", "H", "H", "H", "H", "H", "H", "H", "H"], "positions_angstrom": [[-0.246392, 0.086704, -0.698897], [2.777572, 1.271256, -1.778849], [-0.562522, 2.016826, -1.973276], [0.162542, 0.799038, 2.884101], [1.147714, 1.949919, -6.193920], [1.121994, -0.456722, 1.072923], [2.306821, 2.505543, 0.623413], [4.212623, 2.381207, 1.696697], [-1.547684, 0.444651, 1.216183], [0.928597, 2.663119, 0.440753], [-3.771173, 0.138642, 0.300628], [-1.304621, -2.279475, -2.959745], [0.433060, -1.979802, -1.322805], [4.275417, 1.836927, 0.441210], [2.582755, -1.853591, -0.240448], [-2.234652, -0.960265, -1.184250], [-0.352945, 2.606588, -4.338014], [-5.724472, -3.315606, -3.076087], [2.502825, -2.411103, -5.433758], [-4.351612, -3.155801, -3.202134], [-2.090053, 2.664940, 4.075053], [3.545583, -2.207446, -3.250163], [-4.442458, 3.089537, 3.652663], [2.646708, -0.424948, 4.397021], [-0.402968, 2.283734, -3.109450], [4.022474, -2.101659, 2.579028], [2.233130, -0.542572, 3.077887], [3.645246, -2.324459, -4.628774], [-3.464004, -0.696440, -0.684526], [-1.036937, 1.028980, 2.327150], [-2.872386, 0.706601, 1.126969], [1.135345, -2.291073, -3.498758], [1.795631, -1.982545, -1.317901], [3.764190, -1.143352, 4.794077], [2.182927, -1.282556, 0.902793], [2.914355, -1.368847, 2.180131], [-0.019084, -2.163264, -2.593088], [-2.316294, -1.857344, -2.190370], [1.088167, 0.013523, 2.341023], [3.124190, 1.863034, -0.249589], [-3.726582, -2.244595, -2.364963], [-3.241634, 1.631492, 2.206492], [2.340378, 3.403937, 2.971788], [0.469809, 2.220729, -5.290947], [-3.278247, 3.293525, 4.410189], [1.232570, -2.392439, -4.877764], [4.445222, -1.974856, 3.895473], [-6.450018, -2.584987, -2.126654], [-5.818645, -1.679644, -1.283975], [2.979646, 2.773246, 1.790068], [2.276285, -2.194063, -2.695169], [-4.436600, 2.252617, 2.546805], [-2.082534, 1.834950, 2.960269], [-4.448419, -1.516856, -1.417489], [0.635710, 3.558831, 0.807465], [4.622200, -2.322376, -5.096816], [-7.520898, -2.734090, -2.048731], [5.308596, -2.531136, 4.238292], [-1.191336, 2.810088, 4.663445], [-5.328808, 2.083003, 1.956656], [-3.313043, 3.951891, 5.270230], [2.614600, -2.467993, -6.509481], [2.105115, 0.206703, 5.092059], [0.343319, -2.430082, -5.494560], [0.671920, 2.600654, -0.552307], [4.533504, -2.750044, 1.877266], [-6.369010, -1.114668, -0.541444], [-6.244306, -4.017696, -3.717115], [1.524643, 2.772036, 3.331659], [4.113559, -1.067921, 5.816566], [-3.780090, -3.718971, -3.929889], [1.931436, 4.387392, 2.725737], [3.089546, 3.520503, 3.750871], [4.421869, -2.104724, -2.622907], [5.117574, 1.399408, 0.113743], [-5.356940, 3.594237, 3.940236]], "forces_ev_per_a": [[0.8, 2.2, -0.6], [0.1, 0.1, 0.2], [-0.3, 1.6, -1.2], [-0.1, -0.1, -0.1], [-0.2, 0.0, 0.1], [0.8, -0.6, 1.1], [-0.6, 0.3, 0.1], [-0.1, -0.1, -0.3], [-0.6, -0.2, 0.9], [-0.1, -0.2, 0.1], [0.2, 0.0, 0.0], [0.0, 0.2, 0.3], [0.6, -1.5, -0.5], [0.6, -0.2, 0.1], [-0.4, 0.1, 0.1], [-1.1, -0.8, -0.2], [-0.2, 0.3, -0.1], [0.0, 0.1, 0.1], [0.0, 0.0, 0.1], [0.0, 0.0, -0.1], [0.0, 0.0, 0.1], [0.0, 0.0, 0.0], [0.1, 0.0, 0.0], [0.0, 0.0, 0.0], [0.1, -0.3, -0.2], [0.1, 0.0, 0.0], [-0.1, 0.1, 0.1], [-0.1, 0.0, 0.0], [0.0, 0.1, 0.3], [0.2, -0.2, 0.1], [-0.2, -0.1, -0.1], [-0.2, 0.0, 0.1], [0.1, -0.2, 0.3], [0.0, 0.0, -0.1], [0.1, -0.1, -0.2], [0.0, 0.0, -0.2], [-0.2, -0.3, 0.1], [0.3, 0.0, -0.1], [-0.2, -0.1, 0.0], [0.0, 0.0, 0.0], [0.1, 0.0, -0.1], [-0.1, -0.1, -0.2], [0.0, 0.0, -0.1], [0.1, -0.1, 0.3], [0.0, 0.0, -0.1], [0.0, 0.0, 0.0], [-0.1, 0.0, 0.0], [0.1, 0.0, 0.0], [0.0, 0.0, 0.0], [-0.2, 0.0, 0.0], [0.0, 0.0, 0.2], [0.0, 0.0, 0.1], [0.2, 0.0, 0.0], [0.0, 0.2, 0.1], [0.1, 0.1, -0.1], [0.0, 0.0, 0.0], [0.0, 0.0, 0.0], [0.0, 0.0, 0.0], [0.0, 0.0, 0.0], [0.0, 0.0, 0.0], [0.0, 0.0, 0.0], [0.0, 0.0, 0.0], [0.0, 0.0, 0.0], [0.0, 0.0, 0.0], [0.3, 0.2, -0.1], [0.0, 0.0, 0.0], [0.0, 0.0, 0.0], [0.0, 0.0, 0.0], [0.0, 0.0, 0.0], [0.0, 0.0, 0.0], [0.0, 0.0, 0.0], [0.0, 0.0, 0.0], [0.0, 0.0, 0.0], [0.0, 0.0, 0.0], [0.0, 0.0, 0.0], [0.0, 0.0, 0.0]], "mulliken_charge": [3.6656, -0.2308, -0.9873, -0.2980, -0.6242, -0.0101, 0.3538, -0.9183, -0.4267, -0.3696, -0.6229, -0.7527, -1.3438, 0.3294, -0.5805, -0.2647, -0.8058, -0.5661, -0.5528, -0.2120, -0.2327, -0.2469, -0.6011, -0.2327, 0.4538, -0.0724, 0.5048, -0.5309, -0.4994, 0.0593, -0.2038, 0.2913, 0.0993, -0.6548, -0.7074, 0.0919, 0.4449, -0.5536, -0.9566, -0.2153, 0.3311, -0.0672, -1.1577, 0.5823, -0.6339, -0.2585, -0.6186, -0.5573, -0.1467, 1.1193, 0.4028, -0.1434, 0.2882, 0.2202, 0.2781, 0.3833, 0.3864, 0.4081, 0.5209, 0.5357, 0.4004, 0.3736, 0.5266, 0.4938, 0.0700, 0.5379, 0.5279, 0.3874, 0.0924, 0.4022, 0.5117, 0.3837, 0.3473, 0.4787, 0.1913, 0.3823]}

=====

{"formula": "C4H6S", "method": "the ωB97M-V functional and the def2-TZVPD basis", "homo_lumo_gap_ev": 8.1, "total_charge": 0, "spin_multiplicity": 1, "de_lowest_ev": 3.562, "symbols": ["S", "C", "C", "C", "C", "H", "H", "H", "H", "H", "H"], "positions_angstrom": [[2.020682, -2.325683, -2.040214], [1.902072, -1.011716, -1.166288], [-0.114234, 0.238092, 0.550086], [-0.035974, -0.602421, -0.469872], [-1.392888, 0.987524, 0.992880], [-1.772260, 1.643648, 0.181619], [-2.144774, 0.172450, 1.269818], [2.600970, -0.288466, -1.002907], [0.670902, 0.693178, 0.972843], [-1.127443, 1.612638, 1.865747], [-0.607052, -1.119243, -1.153712]], "forces_ev_per_a": [[0.3, 0.1, 0.0], [-6.0, -1.7, 0.5], [-4.0, -0.3, -2.5], [6.0, 1.0, 0.8], [-0.3, -1.6, 0.3], [0.1, -0.5, 0.5], [0.6, 1.5, -0.2], [1.9, 2.0, 0.7], [3.4, 0.9, 1.3], [-0.5, -0.4, -0.4], [-1.6, -0.9, -1.0]], "mulliken_charge": [-0.2107, -0.2244, -0.2000, -0.3758, -0.8796, 0.2619, 0.2553, 0.3308, 0.3599, 0.2774, 0.4053]}